C6H13O | the ωB97M-V functional and the def2-TZVPD basis

* SMILES: CC[C@@H](C)CC[O-]
* HOMO-LUMO gap: 0.2089 Eh
* net charge: -1
* DFT total energy: -311.525320 Eh
* ΔE to the lowest compared entry with this formula, charge and spin: 67.0 kcal/mol

```
20
Properties=species:S:1:pos:R:3:mulliken_charge:R:1
H 0.286 -0.363 -0.887 -0.041
H -0.645 1.944 0.691 0.587
C -0.054 1.849 -1.612 -0.382
H -2.008 -1.293 0.716 0.300
H 2.110 -1.841 0.269 0.305
O 0.381 3.246 -1.692 -0.918
C -0.245 -0.082 0.077 0.774
C -1.680 -0.558 -0.088 -1.028
H 0.035 -0.584 2.204 0.310
H -1.116 1.612 -2.174 0.047
C 1.166 -2.014 0.841 -1.317
H 0.629 1.183 -2.060 0.265
H 0.928 1.631 0.212 0.378
H 1.538 0.042 1.390 0.204
C 0.565 -0.674 1.175 -0.390
H -1.791 -1.127 -1.066 0.202
H 1.635 -2.562 1.727 0.306
C -0.068 1.426 -0.020 -1.311
H 0.517 -2.481 0.244 0.428
H -2.182 0.644 0.054 0.281
```

---

C5H9NO2 | the ωB97M-V functional and the def2-TZVPD basis

* SMILES: C=CCCNC(=O)O
* HOMO-LUMO gap: 0.3860 Eh
* net charge: 0
* DFT total energy: -401.151053 Eh
* ΔE to the lowest compared entry with this formula, charge and spin: 16.1 kcal/mol

```
17
Properties=species:S:1:pos:R:3:mulliken_charge:R:1
H -0.566 1.365 -0.529 0.420
H -0.578 0.143 1.697 0.375
H 2.692 -0.153 0.634 0.244
H -0.935 -1.327 -2.592 0.320
H 3.311 1.360 1.379 0.275
H 0.322 -1.175 0.920 0.268
C -1.928 -1.286 -0.973 0.551
H 1.222 2.551 0.639 0.320
H 0.637 0.230 -1.066 0.239
C -0.356 -0.341 0.746 -0.607
N -1.643 -0.893 0.284 -0.189
C 1.351 1.477 0.523 -0.181
O -3.039 -1.427 -1.428 -0.595
C 0.245 0.728 -0.183 -0.488
C 2.497 0.895 0.831 -0.757
O -0.801 -1.611 -1.680 -0.462
H -2.432 -0.538 0.797 0.267
```

---

C8H18N2O2S | the ωB97M-V functional and the def2-TZVPD basis

* HOMO-LUMO gap: 0.3699 Eh
* net charge: 0
* DFT total energy: -973.731169 Eh
* ΔE to the lowest compared entry with this formula, charge and spin: 0.0 kcal/mol

```
31
Properties=species:S:1:pos:R:3:mulliken_charge:R:1
C -1.076 -0.246 2.518 -0.471
C 0.606 -3.150 -2.639 -1.345
H 1.098 5.031 1.400 0.238
H 1.916 1.556 -1.763 0.395
N 0.257 4.703 0.959 -0.829
H -1.719 0.684 0.628 0.529
O 0.826 2.735 -0.589 -0.384
C 0.967 -0.840 -1.697 -1.071
H 1.906 -1.146 -1.232 0.336
C 1.392 1.472 -0.806 -1.023
C 0.027 -2.041 -1.768 -0.243
H 2.126 1.243 -0.022 0.341
H 0.755 -2.797 -3.657 0.334
N 0.168 -0.152 0.472 -0.535
H -0.066 1.466 3.370 0.276
S 0.114 3.187 0.886 0.797
H -1.294 0.754 4.423 0.387
C -0.889 0.127 1.087 -0.148
H -0.065 -4.005 -2.665 0.383
H 1.567 -3.480 -2.248 0.329
H -0.145 -2.417 -0.758 0.267
H -0.282 -0.928 2.820 0.276
H -2.041 -0.747 2.629 0.314
H -0.549 0.682 -1.339 0.369
C -1.053 1.009 3.393 -1.156
C 0.380 0.310 -0.871 0.735
H 1.181 -0.485 -2.707 0.408
H -0.937 -1.726 -2.176 0.290
H -1.776 1.739 3.037 0.290
H -1.700 4.060 0.204 0.368
O -1.456 3.154 0.433 -0.454
```

---

C5H9NO2 | the ωB97M-V functional and the def2-TZVPD basis

* SMILES: OC[C@@H]1OC[C@@H]2N[C@H]21
* HOMO-LUMO gap: 0.3609 Eh
* net charge: 0
* DFT total energy: -400.843505 Eh
* ΔE to the lowest compared entry with this formula, charge and spin: 209.1 kcal/mol

```
17
Properties=species:S:1:pos:R:3:mulliken_charge:R:1
H -0.547 -0.345 1.364 0.327
H -1.975 -1.890 -0.359 0.260
H 2.007 0.196 1.573 0.180
N 2.204 -1.118 -0.068 -0.599
C 0.871 -0.739 -0.183 -0.134
C 1.328 1.436 -0.158 -0.445
H 0.568 -0.856 -1.215 0.186
H 2.730 -1.712 0.521 0.251
O -2.881 0.059 0.485 -0.520
C 1.839 0.147 0.381 0.167
H -2.880 0.936 -0.157 0.360
H 1.937 1.632 -1.067 0.279
C -1.912 -0.703 -0.442 -0.575
O -0.359 1.050 -0.248 -0.509
H -1.647 -0.189 -1.505 0.325
H 1.334 2.352 0.458 0.286
C -0.632 -0.336 0.230 0.161
```

---

C18H39INO2S | the ωB97M-V functional and the def2-TZVPD basis

* HOMO-LUMO gap: 0.2781 Eh
* net charge: +1
* DFT total energy: -1610.066848 Eh

```
62
Properties=species:S:1:pos:R:3:mulliken_charge:R:1
C -2.252 -4.419 -0.295 -0.250
H -2.598 -0.816 3.203 0.337
N 0.797 -1.484 -0.710 0.141
H -2.682 2.514 5.503 0.294
C -0.910 -0.779 0.602 -0.574
H -3.494 3.845 4.667 0.403
C -0.524 -0.287 -5.402 -1.378
C -1.355 -0.607 -0.872 0.302
H -3.099 2.759 2.475 0.304
H -2.886 -1.445 -2.147 0.516
I 1.951 0.867 -3.384 0.219
S -3.084 -2.800 -0.204 -0.085
C -2.167 -1.819 -1.420 -1.766
C -3.274 2.778 4.626 -1.104
H -1.432 -0.103 -5.976 0.409
C 6.754 3.017 -1.100 -0.968
H 3.288 3.076 0.755 0.350
H -0.537 0.187 0.985 0.408
H -4.773 -0.584 2.063 0.369
C 3.921 1.101 0.188 -0.309
H -3.425 -5.491 1.181 0.340
C -4.078 0.256 2.074 -0.802
C -2.512 2.467 3.353 -0.295
H -1.514 -2.509 -1.958 0.587
H -4.668 1.172 2.086 0.372
H -3.677 0.140 4.197 0.429
H 2.968 0.863 -0.290 -0.293
H -2.130 -4.514 1.870 0.300
H -1.585 3.039 3.324 0.344
C 0.283 -1.638 0.453 -0.549
H 4.072 3.005 -0.817 0.278
C -0.846 -0.272 -3.915 -0.206
H -1.757 -6.039 1.042 0.369
H 4.703 0.593 -0.377 0.311
C 6.508 2.584 0.334 -0.317
O 5.274 3.036 0.874 -0.426
H -1.917 0.318 -0.984 0.839
C -2.399 -5.156 1.028 -1.239
H 0.200 0.481 -5.673 0.355
O -2.094 1.109 3.243 -0.391
H 1.639 -1.954 -1.024 0.331
H -0.131 -1.259 -5.708 0.320
H -1.559 -1.075 -3.724 0.096
H 7.264 3.017 0.988 0.346
H -1.331 0.671 -3.642 0.394
H -1.644 -1.143 1.310 0.189
H 3.921 0.703 1.205 0.340
H 7.747 2.695 -1.414 0.391
H 6.034 2.580 -1.795 0.211
C 4.108 2.610 0.206 -0.468
C -3.127 0.140 3.251 -0.514
H 0.795 -1.487 -3.244 0.584
H 6.699 4.102 -1.188 0.293
H -2.701 -4.991 -1.107 0.362
H -1.199 -4.249 -0.533 0.255
H -3.510 0.240 1.141 0.056
H 0.725 -2.312 1.177 0.518
C 0.354 -0.517 -3.004 -0.663
H 6.593 1.495 0.424 0.278
C 0.054 -0.451 -1.497 -0.737
H -4.225 2.247 4.681 0.276
H 0.444 0.495 -1.106 0.520
```

---

C21H53AlB3Br3O10S5 | the ωB97M-V functional and the def2-TZVPD basis

* HOMO-LUMO gap: 0.1626 Eh
* net charge: 0
* DFT total energy: -11613.783752 Eh

```
96
Properties=species:S:1:pos:R:3:mulliken_charge:R:1
C -3.375 0.891 -5.313 -0.887
H 5.196 -0.017 -0.539 0.385
O -3.419 0.309 -0.509 -0.299
H -1.209 -0.054 1.020 -0.660
C 1.313 3.791 -0.099 0.749
C 3.485 -1.256 -0.183 0.127
C 2.532 1.994 3.627 0.094
C 4.674 0.908 4.229 -0.789
H -0.222 1.432 -5.013 -0.107
H 4.284 -0.681 -3.188 0.419
H -1.622 2.530 0.585 -0.754
C 3.278 -0.573 -2.781 -0.647
H -1.119 -1.076 -4.390 -0.262
C -1.566 2.073 -6.517 -0.743
H -2.171 2.962 -6.711 0.307
H 4.849 1.246 5.247 0.350
S -2.382 1.796 -4.007 0.838
H -3.001 1.673 3.986 0.530
S 3.443 -0.490 4.113 1.200
H -4.237 1.544 -5.433 0.425
H -3.267 -0.348 2.114 -0.268
O -5.123 1.969 0.327 -0.713
C -0.971 2.215 -5.129 -0.118
C -2.454 0.835 -6.535 -0.397
H -1.318 -5.941 2.443 0.544
H -2.173 -4.666 1.821 0.009
H -3.846 -2.251 -0.492 -0.202
H -0.438 0.477 -0.697 -0.229
H -1.769 1.332 2.839 -0.412
H 0.417 0.842 0.861 -0.514
H 4.363 2.144 2.456 0.070
H 2.515 -1.017 0.259 -0.699
H 0.625 -1.878 2.089 -0.941
H 1.220 0.280 3.571 0.328
H 0.289 -0.904 0.272 -0.699
C 4.109 0.080 -0.498 -0.095
Br 2.968 4.627 -0.711 -0.068
C -2.809 1.661 2.912 0.098
H -4.757 0.637 2.519 0.514
H -1.515 -2.089 2.862 -0.157
H 3.940 0.745 0.352 -0.344
O 3.959 -2.992 -2.329 -0.755
C -3.718 0.637 2.198 -0.395
H 3.886 1.437 -2.215 0.535
O -3.092 3.038 -3.709 -0.717
H -3.054 -3.863 -0.028 -0.157
B -3.400 -2.861 0.396 1.232
H 2.369 0.837 -1.459 -0.304
H -3.036 3.466 0.057 0.741
H 0.630 -0.833 -4.980 0.035
H 2.159 2.253 4.619 0.412
C -0.844 -2.700 3.473 -0.184
S 0.083 -4.163 1.392 0.940
C 4.040 2.068 3.501 -0.606
O 3.984 -1.585 3.338 -0.609
O 1.562 -2.419 -1.652 -0.405
H -3.595 -0.060 -4.833 0.303
C -1.302 -4.852 2.457 -0.530
C 2.214 0.547 3.210 0.574
H 1.526 2.744 0.087 -0.743
C 0.391 -2.809 2.596 0.572
H 2.062 2.746 2.993 -0.515
Br -0.154 4.050 -1.422 0.033
H 5.517 0.498 3.677 0.406
S 2.962 -2.061 -1.787 0.912
H -0.854 2.020 -7.340 0.371
H -0.620 3.200 -4.833 0.540
O 1.212 -5.059 1.391 -0.697
H 0.244 -0.349 -3.235 -0.317
H -3.695 3.632 2.467 0.328
C -2.798 3.051 2.248 -0.832
B -0.284 0.081 0.375 1.758
H -3.082 0.725 -7.420 0.388
B -0.017 -1.082 -4.071 0.269
H -2.537 -2.212 0.763 -0.877
C -1.352 -4.103 3.785 -0.896
Br 0.827 4.604 1.625 -0.128
H -1.960 -0.135 -6.467 0.161
H -2.271 -4.136 4.365 0.412
Al -1.609 -1.771 -1.705 0.961
S -3.827 1.312 0.452 0.835
H -0.606 -4.638 4.380 0.364
C -2.675 2.732 0.776 0.351
H 2.207 0.358 2.138 -0.621
H -0.551 -2.086 4.326 0.497
H -4.214 -3.095 1.161 -0.106
H 3.999 -2.005 0.414 0.623
O 2.946 -0.736 5.472 -0.714
O -1.962 0.956 -2.899 -0.365
O -0.327 -3.568 0.119 -0.308
H 0.235 -2.166 -3.783 -0.080
H 2.612 -0.425 -3.627 0.213
H 1.184 -3.238 3.208 0.472
H 4.464 3.041 3.769 0.456
C 3.374 0.572 -1.797 -0.100
H -1.958 3.644 2.603 0.281
```

---

- Which of these has the highest net charge?
  C18H39INO2S